Below is C54H50N6Sb2Tc as an isolated structure in a non-equilibrium geometry, with properties calculated with ωB97M-V/def2-TZVPD.

The geometry in XYZ format:
```
113
Properties=species:S:1:pos:R:3:lowdin_charge:R:1
Tc 1.01 0.20 0.54 1.4186
C -1.74 -2.92 1.84 -0.0287
C -1.43 -3.17 3.18 -0.0065
C -0.54 -2.34 3.81 0.0327
C 0.08 -1.29 3.11 -0.3033
N -0.17 -1.07 1.78 -0.0720
C -1.10 -1.89 1.21 -0.2110
N 0.88 -0.50 3.87 0.1830
C 1.73 0.37 3.46 -0.2856
N 2.05 0.68 2.16 -0.0175
C 3.10 1.59 2.16 -0.2525
N 3.78 2.00 1.16 0.1942
C 3.61 1.66 -0.15 -0.2980
C 4.67 2.05 -0.99 0.0351
C 4.60 1.86 -2.34 0.0007
C 3.41 1.34 -2.87 -0.0329
C 2.42 0.97 -2.00 -0.2005
N 2.50 1.07 -0.65 -0.0878
C 3.39 1.96 3.55 -0.0943
C 4.29 2.86 4.09 0.0220
C 4.34 2.96 5.48 -0.0307
C 3.53 2.17 6.29 -0.0311
C 2.61 1.27 5.74 0.0202
C 2.55 1.19 4.36 -0.1057
H -2.45 -3.52 1.30 0.1288
H -1.92 -3.99 3.71 0.1305
H -0.28 -2.44 4.85 0.1300
H -1.35 -1.66 0.19 0.0046
H 5.53 2.51 -0.51 0.1312
H 5.42 2.14 -2.99 0.1303
H 3.27 1.23 -3.93 0.1242
H 1.47 0.63 -2.40 0.0498
H 4.93 3.46 3.46 0.1259
H 5.04 3.65 5.93 0.1195
H 3.61 2.26 7.36 0.1195
H 1.98 0.66 6.37 0.1270
C 0.01 -1.79 -3.19 -0.3607
C -1.40 -2.35 -3.33 -0.3370
C -2.40 -1.76 -2.35 -0.3436
Sb -2.02 0.29 -1.67 1.5314
C -4.02 0.51 -0.91 -0.3489
C -5.12 0.54 -1.77 -0.1186
C -6.40 0.71 -1.25 -0.0603
C -6.59 0.82 0.11 -0.0606
C -5.51 0.75 0.97 -0.0617
C -4.22 0.60 0.46 -0.1426
C -1.90 1.45 -3.49 -0.3649
C -2.88 1.56 -4.47 -0.1057
C -2.65 2.37 -5.58 -0.0608
C -1.46 3.05 -5.72 -0.0631
C -0.48 2.94 -4.75 -0.0729
C -0.70 2.15 -3.63 -0.1724
Sb 1.14 -2.04 -1.34 1.4965
C 2.88 -2.79 -2.38 -0.3567
C 3.32 -2.17 -3.54 -0.1488
C 4.32 -2.76 -4.31 -0.0661
C 4.88 -3.97 -3.92 -0.0586
C 4.45 -4.57 -2.75 -0.0587
C 3.45 -3.99 -1.98 -0.1140
C 0.67 -3.88 -0.34 -0.4078
C 1.26 -4.05 0.91 -0.1762
C 1.06 -5.22 1.62 -0.0698
C 0.26 -6.22 1.10 -0.0552
C -0.32 -6.06 -0.15 -0.0556
C -0.12 -4.89 -0.87 -0.1006
H -0.02 -0.71 -3.38 0.0119
H 0.66 -2.24 -3.94 0.0607
H -1.39 -3.44 -3.25 0.0900
H -1.72 -2.13 -4.35 0.1191
H -2.42 -2.33 -1.41 0.0376
H -3.41 -1.77 -2.76 0.0606
H -4.99 0.42 -2.83 0.0797
H -7.24 0.74 -1.93 0.1149
H -7.59 0.96 0.51 0.1147
H -5.66 0.81 2.05 0.1084
H -3.38 0.52 1.14 0.0240
H -3.81 1.02 -4.39 0.0852
H -3.42 2.46 -6.34 0.1153
H -1.29 3.67 -6.59 0.1143
H 0.46 3.48 -4.85 0.1081
H 0.04 2.10 -2.84 0.0496
H 2.89 -1.23 -3.87 0.0780
H 4.65 -2.28 -5.22 0.1132
H 5.64 -4.43 -4.53 0.1160
H 4.88 -5.52 -2.44 0.1157
H 3.13 -4.48 -1.07 0.0900
H 1.90 -3.27 1.33 0.0961
H 1.54 -5.36 2.58 0.1165
H 0.09 -7.14 1.65 0.1160
H -0.93 -6.85 -0.58 0.1167
H -0.56 -4.78 -1.85 0.0920
C -3.32 2.80 3.82 -0.0796
N -2.11 2.08 3.50 -0.2616
C -0.93 2.47 4.24 -0.0619
C -1.92 1.43 2.22 -0.1680
C -1.26 2.36 1.21 -0.2376
C -1.96 3.54 0.92 -0.0206
C -1.40 4.55 0.17 -0.0389
C -0.11 4.38 -0.29 -0.0636
C 0.54 3.17 -0.09 -0.1299
C -0.01 2.10 0.64 -0.1902
H -3.54 2.68 4.88 0.0914
H -4.15 2.42 3.23 0.0764
H -3.18 3.87 3.63 0.0844
H -1.19 2.64 5.28 0.0956
H -0.52 3.40 3.83 0.0937
H -0.17 1.69 4.18 0.0531
H -2.90 1.09 1.87 0.0446
H -1.27 0.58 2.39 0.0809
H -2.97 3.65 1.29 0.1205
H -1.95 5.46 -0.03 0.1198
H 0.40 5.17 -0.83 0.1160
H 1.53 3.10 -0.51 0.0757
```

Summary:
Frontier orbital gap (alpha / beta), eV: 5.42 / 4.68
Energy above the lowest of the compared OMol25 structures with the same formula, charge and spin, kcal/mol: 23.28
LUMO level (alpha / beta), eV: -6.54 / -7.26
Net charge: +2
Calculated total energy, eV: -81006.913
Multiplicity: 4
M, g/mol: 1124.56